[1]
ORCA calculation (ωB97M-V/def2-TZVPD) on a molecular structure, C22H21BeN3.

Each line ends with the natural charge from an NBO analysis.
Cartesian coordinates (Å):
N  -0.715  0.030  1.737  -0.942
N  0.651  1.922  0.894  -0.674
N  1.358  -1.226  0.918  -0.696
C  -1.610  3.904  3.046  -0.248
C  1.781  -1.885  -0.326  -0.288
C  -2.315  2.860  3.581  -0.158
C  1.238  4.209  0.635  -0.278
C  -0.587  3.628  2.104  -0.097
C  1.419  2.851  0.356  0.097
C  0.286  -2.034  1.552  0.094
C  2.465  -0.920  1.897  -0.222
C  -1.735  -1.987  2.863  -0.325
C  -1.597  -3.379  2.992  -0.188
C  -0.354  2.291  1.754  0.214
C  4.412  -2.550  1.747  -0.609
C  -2.091  1.513  3.220  -0.266
C  -0.611  -4.086  2.348  -0.239
C  -1.124  1.201  2.288  0.187
C  1.264  -4.062  0.648  -0.460
C  0.355  -3.434  1.534  -0.035
C  3.680  -1.613  3.948  -0.601
C  3.216  -2.076  2.567  -0.244
C  0.246  4.592  1.503  -0.083
C  1.815  -3.250  -0.351  -0.181
C  -0.783  -1.320  2.114  0.127
Be  0.552  0.224  0.846  1.685
H  -2.685  0.734  3.675  0.227
H  3.178  -0.281  1.361  0.193
H  -1.809  4.926  3.337  0.217
H  1.887  4.935  0.168  0.234
H  4.262  -2.395  4.438  0.213
H  2.248  -3.715  -1.231  0.212
H  0.098  5.639  1.738  0.226
H  2.102  -1.235  -1.127  0.191
H  -3.087  3.067  4.311  0.219
H  1.992  -0.314  2.683  0.191
H  -0.585  -5.167  2.421  0.207
H  4.319  -0.728  3.870  0.193
H  5.141  -1.741  1.635  0.188
H  1.298  -5.139  0.574  0.209
H  -2.573  -1.470  3.308  0.203
H  4.912  -3.380  2.251  0.207
H  2.201  2.514  -0.312  0.214
H  2.834  -1.366  4.591  0.208
H  -2.324  -3.920  3.587  0.206
H  4.111  -2.884  0.757  0.234
H  2.519  -2.904  2.694  0.239

Output
**Calculated total energy**: -28027.62672 eV
**Energy relative to the best compared isomer or geometry (same formula, charge and spin)**: 181.33 kJ/mol
**Charge**: 0
**Largest force on an atom**: 0.14 eV Å⁻¹
**Frontier orbital gap**: 4.405 eV
**E_HOMO**: -5.439 eV

=====

[2]
ORCA calculation (ωB97M-V/def2-TZVPD) on a molecular structure, C22H21BrF3N3O2TeV.

Each line ends with the natural charge from an NBO analysis.
Cartesian coordinates (Å):
Te  2.464  -2.895  -1.451  0.742
Br  0.949  1.706  5.949  0.227
V  0.394  -1.961  0.077  1.550
F  -6.236  -1.949  -0.155  -0.286
F  -6.073  -3.228  -1.901  -0.282
F  -6.033  -4.097  0.089  -0.284
O  0.840  -1.802  1.964  -0.583
O  0.400  0.002  0.205  -0.786
N  -0.141  2.560  -0.460  -0.634
N  -1.423  -2.460  -0.601  -0.619
N  1.391  3.779  0.676  -0.352
C  0.674  2.175  3.177  -0.151
C  -4.154  -2.880  -0.632  0.039
C  -1.984  -3.473  0.095  0.051
C  1.185  4.362  -0.581  0.126
C  2.502  -1.473  -3.044  -0.822
C  -5.674  -3.053  -0.645  0.964
C  0.534  1.825  1.837  -0.077
C  0.826  -0.165  3.841  -0.264
C  -0.241  4.047  -2.536  -0.246
C  0.791  1.200  4.162  -0.068
C  1.337  5.898  -2.371  -0.185
C  1.775  5.502  -1.124  -0.189
C  1.060  -2.907  2.924  -0.254
C  0.516  0.476  1.539  0.234
C  -3.340  -3.703  0.135  -0.185
C  -2.229  -1.661  -1.343  0.062
C  0.340  5.188  -3.060  -0.156
C  0.710  -0.479  2.508  0.194
C  0.578  2.790  0.732  0.308
C  0.220  3.651  -1.289  0.088
C  4.140  -2.159  -0.348  -0.814
C  -3.587  -1.863  -1.397  -0.178
H  -1.754  -0.865  -1.902  0.227
H  0.502  0.801  -0.401  0.555
H  4.106  -1.074  -0.318  0.254
H  -1.306  -4.129  0.637  0.221
H  5.013  -2.513  -0.893  0.285
H  1.527  -1.455  -3.523  0.257
H  1.976  -2.694  3.467  0.250
H  0.193  -2.967  3.576  0.242
H  1.175  -3.807  2.322  0.211
H  0.017  5.551  -4.026  0.244
H  -4.203  -1.226  -2.021  0.288
H  -1.093  2.219  -0.445  0.421
H  3.248  -1.853  -3.740  0.288
H  4.115  -2.597  0.645  0.255
H  2.524  6.057  -0.577  0.253
H  0.712  3.224  3.436  0.284
H  2.788  -0.502  -2.651  0.253
H  -1.017  3.513  -3.068  0.227
H  0.959  -0.903  4.617  0.270
H  -3.745  -4.516  0.723  0.295
H  1.753  6.784  -2.829  0.249

Output
**Calculated total energy**: -142867.78974 eV
**<S²>**: 2.08
**2S+1**: 3
**Charge**: +3
**Largest force on an atom**: 0.58 eV Å⁻¹
**Frontier orbital gap (spin up / spin down)**: 3.579 / 4.644 eV
**E_HOMO (spin up / spin down)**: -15.772 / -15.773 eV

=====

[3]
ORCA calculation (ωB97M-V/def2-TZVPD) on a molecular structure, C22H21Co2O7Si in a non-equilibrium geometry.

Each line ends with the natural charge from an NBO analysis.
Cartesian coordinates (Å):
Co  3.163  -0.118  2.222  -0.082
Co  2.738  -2.183  0.657  -0.080
Si  -2.384  2.776  1.179  1.896
O  5.543  -1.889  1.417  -0.548
O  1.206  1.541  3.607  -0.529
O  3.664  1.539  -0.143  -0.516
O  3.728  -2.027  -2.079  -0.534
O  -1.148  1.882  0.368  -0.870
O  5.225  0.520  4.221  -0.533
O  3.050  -5.109  0.778  -0.514
C  0.045  0.378  -1.065  -0.269
C  1.609  -1.366  1.813  -0.517
C  -0.839  -1.850  -0.929  0.119
C  1.997  0.883  3.075  0.594
C  -2.899  -2.155  -2.112  -0.227
C  -3.415  1.460  1.994  -1.147
C  -3.284  3.746  -0.115  -1.154
C  0.159  0.324  -2.612  -0.146
C  1.175  -1.312  0.537  0.044
C  4.401  0.268  3.432  0.511
C  -2.184  -2.824  -3.113  -0.255
C  -2.231  -1.693  -0.985  -0.255
C  2.884  -3.974  0.782  0.571
C  -0.155  -2.683  -1.812  -0.237
C  1.304  0.028  -3.236  -0.463
C  4.399  -1.686  1.347  0.446
C  -1.092  1.317  -0.797  -0.100
C  3.482  0.900  0.801  0.478
C  -0.078  -0.806  -0.146  -0.411
C  -1.395  3.794  2.372  -1.142
C  3.269  -2.060  -0.994  0.565
C  -0.831  -3.129  -2.956  -0.217
H  2.268  0.100  -2.711  0.193
H  -0.686  3.186  2.946  0.264
H  -2.673  4.579  -0.480  0.243
H  -0.268  -3.693  -3.707  0.202
H  -4.228  1.956  2.537  0.219
H  -3.585  3.125  -0.966  0.253
H  -3.966  -1.973  -2.203  0.199
H  -0.654  -0.363  0.681  0.227
H  -3.853  0.775  1.259  0.246
H  1.119  -1.768  2.726  0.220
H  1.014  0.695  -0.674  0.166
H  -0.731  0.665  -3.158  0.198
H  -4.184  4.156  0.357  0.226
H  -2.742  -1.164  -0.171  0.215
H  -0.834  4.576  1.849  0.242
H  -1.721  1.727  -1.571  0.143
H  1.315  -0.221  -4.303  0.186
H  -2.093  4.277  3.064  0.219
H  -2.819  0.878  2.707  0.247
H  0.908  -2.889  -1.660  0.217
H  -2.691  -3.117  -4.028  0.197

Output
**Calculated total energy**: -120614.33319 eV
**Energy relative to the best compared isomer or geometry (same formula, charge and spin)**: 354.79 kJ/mol
**Charge**: -1
**Largest force on an atom**: 5.29 eV Å⁻¹
**Frontier orbital gap**: 3.662 eV
**E_HOMO**: -1.252 eV

=====

[4]
ORCA calculation (ωB97M-V/def2-TZVPD) on a molecular structure, C22H21F24N11O16S8Zn in a non-equilibrium geometry.

Each line ends with the Mulliken charge.
Cartesian coordinates (Å):
Zn  0.919  -2.005  4.069  0.806
S  -5.301  13.380  3.386  0.976
S  6.689  -11.586  -9.706  0.983
S  2.963  -3.057  9.022  0.852
S  -1.256  0.054  -0.426  0.898
S  0.746  1.812  0.387  0.976
S  -5.658  15.896  3.840  1.058
S  2.660  -0.398  8.763  0.970
S  5.469  -9.794  -8.263  1.060
F  1.236  -4.433  10.508  -0.220
F  5.768  -14.047  -9.161  -0.221
F  3.856  -8.583  -6.473  -0.177
F  3.022  -10.521  -7.140  -0.233
F  -1.179  -1.497  -2.713  -0.193
F  -2.747  14.639  3.346  -0.186
F  0.122  -2.132  -1.059  -0.223
F  -3.054  13.002  1.827  -0.238
F  -0.890  2.956  2.261  -0.258
F  7.984  -13.673  -8.552  -0.207
F  0.499  -4.113  8.517  -0.234
F  5.054  0.138  10.031  -0.209
F  4.999  0.934  8.076  -0.238
F  0.104  4.306  0.912  -0.222
F  -2.843  12.530  3.851  -0.240
F  6.381  -12.917  -7.431  -0.206
F  -4.039  16.822  5.780  -0.228
F  0.483  -2.571  10.124  -0.206
F  5.286  -1.192  8.317  -0.231
F  -5.075  18.374  4.749  -0.197
F  -6.123  17.186  6.242  -0.235
F  0.638  -0.498  -2.472  -0.189
F  -1.691  3.262  0.352  -0.173
F  2.958  -8.699  -8.283  -0.227
O  -4.671  16.187  2.758  -0.570
O  2.067  0.626  7.935  -0.635
O  6.324  -10.372  -7.247  -0.537
O  3.693  -2.593  10.199  -0.549
O  6.614  -12.100  -11.046  -0.647
O  3.574  -4.191  8.415  -0.582
O  -1.623  1.329  -1.111  -0.525
O  -5.929  13.759  2.167  -0.537
O  5.917  -8.481  -8.823  -0.587
O  7.901  -10.824  -9.459  -0.544
O  2.154  -0.407  10.155  -0.534
O  -7.036  16.131  3.423  -0.592
O  1.972  2.035  1.139  -0.612
O  0.998  1.942  -1.054  -0.529
O  -2.323  -0.765  0.180  -0.567
O  -5.649  12.055  3.912  -0.629
N  4.496  10.112  4.252  -0.355
N  -2.141  2.125  -7.365  -0.336
N  2.548  -1.959  7.928  -0.373
N  -5.397  -8.205  -3.910  -0.359
N  8.230  -4.790  -4.329  -0.365
N  -2.049  -6.054  2.852  -0.311
N  -3.203  0.029  6.371  -0.314
N  5.085  -10.772  -9.466  -0.408
N  -6.755  -6.117  -9.974  -0.364
N  -5.516  14.527  4.712  -0.446
N  0.022  0.403  0.793  -0.418
C  4.780  9.036  4.515  0.232
C  -1.218  4.456  -6.598  -0.711
C  7.140  -2.712  -5.482  -0.646
C  -5.980  -5.249  -9.911  0.264
C  3.683  -9.347  -7.418  0.638
C  7.758  -3.837  -4.789  0.269
C  -0.535  3.167  0.975  0.683
C  5.128  7.633  4.720  -0.619
C  -3.367  13.452  3.049  0.678
C  -3.777  0.796  6.939  0.232
C  -2.802  -6.851  2.550  0.276
C  -4.981  -4.094  -10.021  -0.651
C  -5.194  17.194  5.243  0.633
C  -1.745  3.136  -7.038  0.273
C  6.724  -13.218  -8.641  0.670
C  -6.529  -5.897  -3.456  -0.718
C  -4.619  1.815  7.585  -0.677
C  -5.876  -7.159  -3.743  0.319
C  -0.349  -1.104  -1.787  0.672
C  4.628  -0.114  8.839  0.720
C  1.119  -3.581  9.571  0.724
C  -3.775  -7.820  2.089  -0.743
H  -0.130  4.515  -6.628  0.264
H  6.270  -2.957  -6.092  0.276
H  4.437  7.275  5.484  0.261
H  4.947  7.238  3.720  0.234
H  -3.885  -8.639  2.800  0.258
H  -4.262  1.888  8.612  0.251
H  6.204  7.655  4.890  0.247
H  -4.738  -7.311  2.130  0.246
H  -5.590  -3.224  -10.270  0.241
H  -5.722  -5.239  -3.134  0.234
H  -7.252  -6.002  -2.647  0.249
H  -1.515  5.240  -7.295  0.268
H  -5.669  1.544  7.474  0.256
H  -4.535  -3.958  -9.036  0.251
H  6.919  -2.010  -4.678  0.240
H  -7.046  -5.390  -4.270  0.277
H  7.936  -2.460  -6.183  0.229
H  -1.625  4.646  -5.605  0.244
H  -3.643  -8.195  1.074  0.277
H  -4.405  2.778  7.121  0.257
H  -4.191  -4.299  -10.743  0.260

Output
**Calculated total energy**: -272607.43692 eV
**Charge**: -2
**Largest force on an atom**: 6.27 eV Å⁻¹
**Frontier orbital gap**: 0.717 eV
**E_HOMO**: -6.224 eV